{"formula": "C55H58Ge2PdS4", "method": "ωB97M-V with the def2-TZVPD basis set", "symbols": ["Pd", "C", "C", "C", "C", "C", "C", "C", "H", "H", "H", "H", "H", "H", "H", "H", "C", "C", "C", "C", "C", "C", "C", "C", "C", "C", "C", "C", "C", "C", "C", "Ge", "S", "S", "Ge", "S", "S", "C", "C", "C", "C", "C", "C", "C", "C", "C", "C", "C", "C", "C", "C", "C", "C", "C", "C", "C", "C", "C", "C", "C", "C", "C", "C", "C", "C", "C", "C", "C", "C", "C", "H", "H", "H", "H", "H", "H", "H", "H", "H", "H", "H", "H", "H", "H", "H", "H", "H", "H", "H", "H", "H", "H", "H", "H", "H", "H", "H", "H", "H", "H", "H", "H", "H", "H", "H", "H", "H", "H", "H", "H", "H", "H", "H", "H", "H", "H", "H", "H", "H", "H"], "coordinates": [[1.5205, 1.2937, 1.6461], [2.9303, 6.1140, 1.6963], [3.0726, 4.7654, 2.3435], [2.1274, 4.3047, 3.2494], [2.2188, 3.0242, 3.7860], [3.2703, 2.1865, 3.4280], [4.2365, 2.6518, 2.5333], [4.1327, 3.9235, 2.0007], [3.8981, 6.5983, 1.5645], [2.2933, 6.7724, 2.2859], [2.4753, 6.0070, 0.7090], [1.2900, 4.9363, 3.5199], [1.4666, 2.6830, 4.4872], [3.3663, 1.2030, 3.8725], [5.0539, 2.0051, 2.2417], [4.8789, 4.2693, 1.2950], [-3.3339, -1.2216, 5.4722], [-3.4149, -0.6383, 4.0876], [-3.7125, -1.4337, 2.9888], [-3.7973, -0.9065, 1.7064], [-4.1026, -1.8001, 0.5342], [-3.6045, 0.4644, 1.5222], [-3.3418, 1.2940, 2.6176], [-3.1972, 2.7869, 2.4743], [-3.2285, 0.7217, 3.8806], [-3.7829, 1.0551, 0.1627], [-5.0895, 1.2591, -0.2768], [-5.3425, 1.8628, -1.4961], [-4.2825, 2.2852, -2.2823], [-2.9704, 2.0891, -1.8667], [-2.7116, 1.4415, -0.6490], [-0.8427, 1.1560, -0.1363], [0.1530, 2.9185, 0.6886], [0.3328, 0.0818, -1.7065], [1.2461, -1.0900, -0.0406], [3.0786, -0.1541, 0.6884], [-0.3795, -0.4257, 1.4403], [1.4386, -3.0215, -0.3494], [1.6912, -3.4995, -1.6428], [1.8964, -4.8596, -1.8528], [1.8704, -5.7531, -0.7964], [1.6554, -5.2835, 0.4878], [1.4517, -3.9279, 0.7261], [1.2389, -3.4889, 2.1387], [2.3024, -3.0690, 2.9358], [3.7365, -3.1346, 2.4817], [2.0293, -2.6225, 4.2310], [0.7476, -2.6350, 4.7547], [0.4558, -2.1036, 6.1308], [-0.2799, -3.1600, 3.9740], [-0.0504, -3.5926, 2.6805], [-1.1653, -4.1708, 1.8579], [1.8080, -2.5970, -2.8278], [0.7271, -2.4257, -3.6918], [-0.6189, -3.0421, -3.4169], [0.8970, -1.6542, -4.8383], [2.1016, -1.0370, -5.1306], [2.2635, -0.1816, -6.3569], [3.1672, -1.2219, -4.2554], [3.0477, -2.0079, -3.1193], [4.2567, -2.2777, -2.2623], [-1.8635, 2.6030, -2.7279], [-1.3520, 3.8852, -2.5207], [-1.9441, 4.8331, -1.5106], [-0.3081, 4.3289, -3.3303], [0.2149, 3.5436, -4.3438], [1.3537, 4.0346, -5.1942], [-0.3463, 2.2887, -4.5649], [-1.3843, 1.8119, -3.7824], [-2.0023, 0.4719, -4.0723], [-3.3724, -2.3109, 5.4467], [-4.1634, -0.8744, 6.0912], [-2.4089, -0.9276, 5.9720], [-3.8855, -2.4947, 3.1343], [-4.0081, -2.8481, 0.8118], [-3.4252, -1.6026, -0.3004], [-5.1177, -1.6412, 0.1630], [-3.7935, 3.1773, 1.6494], [-2.1598, 3.0692, 2.2827], [-3.5156, 3.2843, 3.3910], [-3.0186, 1.3667, 4.7283], [-5.9075, 0.9473, 0.3621], [-6.3621, 2.0202, -1.8242], [-4.4625, 2.7878, -3.2253], [2.0932, -5.2062, -2.8603], [2.0339, -6.8088, -0.9714], [1.6487, -5.9664, 1.3292], [3.8433, -3.6294, 1.5179], [4.3287, -3.6872, 3.2137], [4.1595, -2.1347, 2.3889], [2.8536, -2.2740, 4.8459], [1.3739, -1.8567, 6.6636], [-0.0999, -2.8287, 6.7278], [-0.1514, -1.1970, 6.0702], [-1.2860, -3.2128, 4.3776], [-2.0856, -4.1996, 2.4345], [-0.9320, -5.1847, 1.5262], [-1.3444, -3.5743, 0.9603], [-0.7249, -3.3520, -2.3783], [-0.7819, -3.9220, -4.0441], [-1.4122, -2.3267, -3.6377], [0.0579, -1.5284, -5.5147], [1.4013, -0.2696, -7.0182], [3.1536, -0.4634, -6.9213], [2.3717, 0.8701, -6.0837], [4.1242, -0.7596, -4.4743], [5.0805, -1.6243, -2.5468], [4.5865, -3.3132, -2.3802], [4.0586, -2.1235, -1.2024], [-2.4448, 4.3162, -0.6939], [-2.6823, 5.4804, -1.9925], [-1.1691, 5.4671, -1.0820], [0.1020, 5.3186, -3.1585], [1.6605, 5.0372, -4.8983], [1.0751, 4.0639, -6.2493], [2.2217, 3.3793, -5.1023], [0.0411, 1.6626, -5.3626], [-1.4021, -0.0763, -4.7968], [-3.0093, 0.5871, -4.4800], [-2.0864, -0.1347, -3.1685]], "forces_ev_per_angstrom": [[0.194, 0.117, 0.606], [-0.008, 0.021, -0.004], [0.017, -0.016, -0.005], [-0.006, -0.047, -0.033], [-0.092, 0.048, 0.072], [0.063, 0.024, 0.033], [-0.064, -0.031, -0.050], [0.002, 0.022, 0.005], [0.004, -0.012, 0.002], [0.000, -0.005, 0.003], [0.000, 0.006, -0.001], [0.010, 0.015, -0.004], [0.025, -0.007, 0.019], [-0.011, -0.001, -0.010], [0.006, 0.006, 0.006], [-0.009, 0.005, -0.005], [0.018, -0.008, 0.017], [-0.002, 0.025, -0.030], [0.050, -0.050, -0.018], [-0.030, -0.050, 0.036], [0.032, -0.012, -0.022], [-0.055, 0.066, -0.018], [0.053, 0.003, 0.042], [0.002, 0.045, -0.012], [-0.022, -0.011, -0.009], [-0.028, -0.012, 0.062], [0.005, 0.011, -0.028], [0.022, -0.010, 0.011], [-0.007, 0.029, 0.036], [-0.001, -0.002, -0.058], [-0.127, 0.022, 0.004], [-0.074, 0.120, -0.279], [0.039, 0.041, -0.114], [0.040, -0.015, -0.132], [-0.100, -0.235, -0.217], [-0.055, 0.040, -0.052], [0.116, -0.127, 0.229], [0.118, -0.204, 0.127], [0.018, 0.109, -0.029], [0.007, -0.025, -0.009], [0.002, -0.001, 0.016], [0.000, 0.025, -0.032], [0.004, 0.094, -0.023], [0.056, -0.102, -0.049], [-0.011, 0.043, 0.067], [-0.001, 0.047, -0.032], [-0.020, -0.009, -0.032], [0.013, 0.000, -0.018], [0.029, 0.022, 0.032], [-0.022, 0.055, -0.006], [-0.032, 0.088, -0.013], [-0.068, 0.055, -0.051], [0.006, -0.096, -0.036], [-0.012, 0.031, -0.050], [-0.029, -0.009, 0.003], [0.010, -0.005, 0.007], [0.019, 0.005, 0.012], [-0.012, 0.024, -0.018], [0.009, 0.002, 0.001], [-0.018, -0.027, 0.014], [0.016, 0.014, -0.008], [-0.059, -0.004, -0.013], [0.020, 0.009, -0.054], [0.043, -0.054, 0.058], [-0.011, -0.023, 0.020], [-0.008, -0.002, 0.021], [0.031, 0.005, -0.017], [0.011, 0.023, -0.036], [0.023, -0.022, 0.026], [-0.078, -0.032, -0.027], [-0.001, 0.007, -0.004], [-0.005, 0.004, 0.001], [-0.045, -0.005, -0.022], [0.038, -0.035, -0.011], [0.010, -0.046, 0.026], [0.007, -0.010, 0.015], [0.016, 0.018, -0.003], [-0.021, -0.025, 0.007], [0.023, -0.016, -0.011], [0.012, -0.001, -0.003], [0.004, -0.006, 0.008], [-0.004, 0.015, 0.000], [-0.001, 0.000, -0.004], [-0.003, -0.006, -0.006], [-0.014, -0.002, -0.005], [-0.003, -0.007, 0.001], [0.015, -0.004, 0.005], [-0.021, 0.011, -0.015], [0.001, -0.002, -0.007], [0.018, 0.017, 0.011], [-0.008, 0.005, 0.002], [-0.002, -0.006, -0.003], [-0.008, 0.002, -0.009], [0.042, -0.015, 0.000], [0.012, -0.009, 0.007], [-0.111, -0.004, 0.044], [-0.016, 0.031, 0.012], [-0.006, 0.030, -0.028], [0.020, 0.010, 0.004], [0.009, -0.011, 0.006], [0.012, -0.026, -0.018], [0.018, -0.024, -0.010], [-0.003, 0.001, 0.003], [-0.001, -0.007, 0.004], [0.000, 0.014, 0.005], [-0.006, 0.010, -0.006], [0.000, -0.002, -0.002], [-0.010, 0.002, 0.002], [-0.018, 0.014, 0.036], [0.010, -0.039, 0.018], [0.005, -0.017, 0.012], [0.015, 0.027, 0.002], [0.004, 0.001, 0.004], [-0.002, 0.002, -0.004], [-0.005, -0.012, 0.002], [0.003, -0.020, 0.011], [-0.002, -0.001, 0.000], [-0.015, 0.032, 0.030], [-0.021, 0.019, -0.004], [-0.004, 0.035, -0.040]], "total_charge": 0, "s2": 2.01, "homo_lumo_gap_ha": [0.30354, 0.24080], "multiplicity": 3}

---

{"formula": "C55H62GeN3O2RuS2", "method": "ωB97M-V with the def2-TZVPD basis set", "symbols": ["Ru", "C", "C", "C", "C", "C", "C", "C", "S", "O", "C", "C", "C", "C", "C", "C", "C", "C", "C", "C", "C", "C", "C", "C", "C", "C", "C", "C", "C", "C", "S", "O", "C", "C", "C", "C", "C", "C", "C", "H", "H", "H", "H", "H", "H", "H", "H", "H", "H", "H", "H", "H", "H", "H", "H", "H", "H", "H", "H", "H", "H", "H", "H", "H", "H", "C", "Ge", "C", "C", "C", "H", "H", "H", "H", "H", "H", "H", "H", "H", "H", "H", "C", "C", "C", "C", "N", "N", "C", "H", "H", "H", "H", "H", "H", "H", "H", "C", "C", "C", "C", "C", "C", "C", "C", "C", "C", "C", "C", "N", "H", "H", "H", "H", "H", "H", "H", "H", "H", "H", "H", "H", "H", "H", "H", "H", "H"], "coordinates": [[-0.6111, -0.2774, 0.7273], [6.5847, -2.8278, 1.8004], [5.3651, -2.1619, 1.2410], [5.1285, -0.8151, 1.5037], [4.0195, -0.1783, 0.9858], [3.1451, -0.8853, 0.1754], [3.3333, -2.2338, -0.0604], [4.4411, -2.8682, 0.4793], [1.7750, 0.0341, -0.5667], [1.4880, 1.0582, 0.4690], [2.7740, 0.9901, -1.7650], [4.1522, 0.7443, -1.8581], [4.9948, 1.6297, -2.4638], [4.5000, 2.8744, -2.9041], [5.3603, 3.8918, -3.3503], [4.8618, 5.0998, -3.7623], [3.4832, 5.3265, -3.7349], [2.6193, 4.3417, -3.3281], [3.0985, 3.0838, -2.9096], [2.2021, 2.0568, -2.4458], [0.8385, 2.2180, -2.9990], [0.8472, 2.2008, -4.4424], [1.8709, 1.5537, -5.1640], [1.8793, 1.5501, -6.5359], [0.8773, 2.2061, -7.2555], [-0.1457, 2.8249, -6.5868], [-0.1965, 2.8148, -5.1793], [-1.2396, 3.4421, -4.4662], [-1.3151, 3.3036, -3.1084], [-0.3257, 2.6358, -2.3725], [-0.6210, 2.3561, -0.5845], [-0.1156, 3.5329, 0.1217], [-2.4243, 2.5854, -0.6111], [-3.2551, 1.8332, -1.4274], [-4.6287, 1.9670, -1.3134], [-5.1915, 2.8393, -0.3863], [-6.6786, 2.9829, -0.2545], [-4.3397, 3.5903, 0.4176], [-2.9678, 3.4607, 0.3097], [7.3765, -2.0995, 1.9538], [6.9473, -3.6066, 1.1343], [6.3554, -3.2860, 2.7628], [5.8248, -0.2656, 2.1181], [3.8155, 0.8628, 1.1866], [2.6246, -2.7776, -0.6659], [4.5896, -3.9230, 0.2945], [4.5501, -0.1837, -1.4817], [6.0458, 1.4048, -2.5654], [6.4248, 3.7060, -3.3436], [5.5286, 5.8830, -4.0945], [3.0955, 6.2908, -4.0317], [1.5612, 4.5496, -3.2881], [2.6500, 1.0325, -4.6280], [2.6627, 1.0292, -7.0660], [0.9064, 2.2108, -8.3352], [-0.9360, 3.3254, -7.1271], [-1.9765, 4.0208, -5.0022], [-2.1274, 3.7715, -2.5758], [-2.8326, 1.1637, -2.1636], [-5.2681, 1.3775, -1.9556], [-7.1875, 2.6127, -1.1416], [-6.9481, 4.0267, -0.1007], [-7.0420, 2.4188, 0.6054], [-4.7549, 4.2910, 1.1272], [-2.2924, 4.0468, 0.9118], [-3.4053, -2.9429, 2.4705], [-3.9018, -2.2374, 0.6607], [-5.6919, -1.3641, 0.8517], [-4.0926, -3.7787, -0.6056], [-2.6442, -0.8997, -0.0131], [-3.0491, -3.9694, 2.4400], [-4.2778, -2.9167, 3.1155], [-2.6375, -2.3155, 2.9170], [-6.4428, -2.0813, 1.1631], [-6.0177, -0.9230, -0.0849], [-5.6470, -0.5716, 1.5926], [-4.5202, -4.6398, -0.1001], [-3.1359, -4.0666, -1.0318], [-4.7510, -3.5090, -1.4252], [-3.1584, 0.0644, 0.0065], [-2.3743, -1.1290, -1.0505], [-1.0437, -5.8573, 0.5782], [-0.5767, -4.6442, -0.1386], [-0.0014, -4.4992, -1.3858], [0.2047, -3.1200, -1.5562], [-0.2019, -2.4721, -0.4710], [-0.6871, -3.4013, 0.3643], [0.7405, -2.4318, -2.7630], [-0.3956, -6.7001, 0.3509], [-2.0550, -6.1170, 0.2646], [-1.0454, -5.6926, 1.6527], [0.2416, -5.2739, -2.0825], [-1.0869, -3.0996, 1.2457], [1.7446, -2.7845, -2.9970], [0.7621, -1.3567, -2.6099], [0.1084, -2.6446, -3.6243], [-0.8795, 2.2781, 3.1628], [-1.8941, 1.4565, 3.9594], [-3.0445, 0.9628, 3.0814], [-1.2045, 0.3212, 4.6749], [-1.3323, 0.2303, 6.0417], [-0.6322, -0.7025, 6.7945], [0.2737, -1.5295, 6.1470], [0.4326, -1.5071, 4.7819], [1.5541, -2.3085, 4.1736], [2.6028, -1.3342, 3.6368], [1.1074, -3.2556, 3.0632], [-0.3704, -0.6231, 3.9611], [-0.3299, -0.6950, 2.6708], [-1.2944, 3.2393, 2.8745], [-0.5729, 1.7475, 2.2509], [0.0114, 2.4541, 3.7612], [-2.3185, 2.1115, 4.7315], [-2.6398, 0.3525, 2.2612], [-3.5957, 1.8018, 2.6602], [-3.7300, 0.3483, 3.6636], [-1.9918, 0.9256, 6.5437], [-0.7486, -0.7447, 7.8671], [0.8851, -2.2094, 6.7272], [2.0090, -2.8993, 4.9778], [2.1562, -0.7258, 2.8513], [3.4517, -1.8735, 3.2244], [2.9511, -0.6719, 4.4278], [0.8192, -2.6620, 2.1956], [0.2648, -3.8601, 3.3940], [1.9246, -3.9156, 2.7772]], "forces_ev_per_angstrom": [[-0.995, -1.047, 1.231], [-0.075, -0.050, 0.034], [-0.021, 0.001, -0.065], [-0.091, 0.005, -0.165], [-0.068, 0.102, -0.026], [-0.324, -0.081, -0.191], [-0.174, 0.107, -0.104], [0.083, 0.019, 0.026], [1.653, -0.516, -0.655], [-0.245, 0.665, 0.818], [-0.632, 0.175, -0.156], [0.651, 0.055, -0.257], [-0.239, -0.121, 0.140], [-0.277, -0.149, 0.060], [0.072, 0.448, -0.204], [0.465, -0.313, 0.075], [-0.547, -0.116, 0.056], [0.094, 0.426, -0.186], [0.273, -0.118, 0.267], [0.773, -0.509, 0.506], [-0.956, 0.162, 0.001], [-0.394, 0.010, 0.001], [0.208, -0.108, -0.401], [0.234, -0.194, 0.472], [-0.474, 0.284, -0.045], [0.204, -0.122, -0.268], [0.158, -0.060, 0.283], [0.066, -0.057, 0.419], [-0.282, 0.418, -0.707], [0.494, -0.521, 0.178], [-1.092, 0.564, -0.953], [0.583, 0.602, 0.651], [0.097, -0.353, -0.039], [-0.063, 0.065, -0.004], [0.106, 0.004, -0.066], [0.089, 0.099, 0.011], [0.025, -0.033, 0.041], [-0.114, -0.086, -0.148], [0.381, 0.088, -0.029], [0.105, 0.001, 0.041], [0.051, -0.074, -0.020], [0.040, -0.047, 0.069], [0.087, 0.100, 0.088], [0.034, 0.116, 0.060], [-0.064, -0.130, -0.044], [0.040, -0.082, -0.020], [0.062, 0.024, 0.029], [0.116, -0.021, 0.017], [0.097, -0.002, -0.019], [0.052, 0.014, -0.006], [-0.051, 0.033, 0.008], [-0.101, 0.022, -0.029], [0.101, -0.029, 0.020], [0.088, -0.037, -0.013], [-0.020, 0.019, -0.074], [-0.080, 0.034, -0.066], [-0.136, 0.025, -0.043], [-0.064, -0.011, -0.036], [-0.028, -0.125, 0.004], [-0.083, -0.032, -0.044], [-0.067, -0.001, -0.022], [-0.070, 0.026, -0.017], [-0.040, -0.041, 0.017], [-0.048, 0.067, 0.100], [0.055, 0.099, 0.147], [-0.128, 0.223, -0.546], [0.002, 0.164, 0.000], [0.501, -0.335, -0.033], [0.037, 0.458, 0.414], [0.441, 0.242, 0.238], [0.057, -0.193, -0.051], [-0.141, -0.022, 0.132], [0.136, 0.121, 0.067], [-0.174, -0.178, 0.110], [0.042, 0.050, -0.234], [0.089, 0.126, 0.167], [-0.083, -0.140, 0.103], [0.197, 0.005, -0.021], [-0.125, 0.096, -0.129], [-0.187, -0.271, -0.024], [-0.278, 0.022, -0.112], [-0.109, 0.014, 0.001], [0.096, 0.053, -0.169], [-0.044, 0.051, 0.234], [-0.234, -0.129, 0.324], [0.122, 0.411, 0.141], [0.112, -0.329, -0.222], [-0.024, 0.050, 0.038], [0.035, -0.035, 0.031], [-0.064, -0.014, 0.050], [-0.010, -0.046, 0.107], [0.008, -0.251, -0.154], [0.087, -0.036, -0.058], [0.099, 0.039, -0.051], [-0.010, 0.043, -0.092], [-0.013, 0.018, -0.049], [-0.152, -0.088, -0.075], [-0.057, -0.092, -0.145], [0.249, -0.044, -0.043], [0.196, -0.060, -0.434], [-0.010, -0.108, 0.285], [0.000, 0.070, -0.040], [-0.084, -0.033, 0.231], [-0.141, 0.034, -0.343], [0.020, 0.051, -0.103], [-0.089, -0.155, 0.116], [0.123, 0.183, 0.028], [-0.013, -0.071, 2.597], [-0.102, 0.310, -3.291], [-0.052, 0.129, -0.097], [0.013, 0.251, 0.257], [0.140, 0.065, -0.028], [0.079, -0.106, -0.023], [-0.258, 0.106, 0.156], [-0.068, 0.056, -0.118], [-0.096, -0.072, -0.003], [-0.055, 0.094, 0.037], [-0.029, -0.012, 0.078], [0.050, -0.043, 0.037], [-0.076, 0.039, -0.032], [0.052, 0.044, -0.010], [0.097, -0.058, -0.046], [0.089, 0.067, 0.045], [0.061, -0.211, 0.090], [-0.147, -0.119, -0.045], [0.105, -0.129, -0.047]], "total_charge": 0, "s2": 8.81, "homo_lumo_gap_ha": [0.19986, 0.21864], "multiplicity": 6}

---

For the records above, the corresponding ΔE to the lowest compared entry with this formula, charge and spin values read 0.0, 231.7 kJ/mol.
For the records above, the corresponding energy values read -217836.538, -147369.183 eV.
For the records above, the corresponding max |F| values read 0.01259, 0.06432 Eh/bohr.